Computed, not measured: C28H48Br12F12Fe2O8 as an isolated structure at a distorted geometry, with ωB97M-V/def2-TZVPD.

XYZ file:
```
110
Properties=species:S:1:pos:R:3:forces:R:3
Fe 2.023633 2.704951 -1.544576 -0.3 0.1 1.4
Fe 1.615094 -0.516647 -0.617531 0.0 0.0 -0.3
C 3.028758 -2.756388 -0.288241 -2.3 0.2 0.7
O 3.263121 -1.491510 0.377114 1.5 -0.8 0.6
O 1.902787 -2.494540 -0.976279 0.1 0.5 -1.1
C 4.264782 -3.262406 -1.040224 0.4 0.0 0.6
F 5.373624 -3.097647 -0.233243 -0.5 -0.1 -0.8
F 4.168479 -4.578786 -1.286072 -0.1 0.2 0.1
F 4.473539 -2.644981 -2.185956 0.3 0.3 -0.2
C 3.857651 -1.555275 1.673134 0.4 1.0 0.9
C 4.024370 -0.118626 2.121909 -0.7 0.8 0.3
H 4.254968 0.543210 1.285926 0.3 -0.3 -0.1
H 3.104543 0.320594 2.529990 0.0 -0.3 0.0
H 4.784664 0.024741 2.889597 0.1 -0.2 -0.1
H 4.844070 -2.010070 1.713321 0.0 -0.3 -0.7
H 3.256739 -2.120268 2.396116 -0.4 0.0 -0.3
H 2.759849 -3.525508 0.452126 0.7 -0.1 0.4
C 0.073871 1.408732 0.914256 1.0 -1.3 0.0
O 0.024990 -0.027979 0.875469 -0.8 -0.4 0.3
O 1.004282 1.634184 -0.003666 1.0 0.9 -1.3
C -1.328170 1.967268 0.591221 0.0 -0.4 -0.9
F -2.036701 2.118494 1.706850 -0.4 0.0 0.3
F -1.294025 3.149791 -0.038376 0.2 0.0 0.2
F -1.995631 1.112298 -0.238286 0.1 0.6 0.7
C -0.668286 -0.748542 1.902593 0.2 0.0 -0.5
C -0.632692 -2.188794 1.472286 0.0 -0.9 1.3
H -1.199673 -2.342651 0.561101 0.2 0.0 -0.3
H 0.370207 -2.621550 1.438343 0.1 0.4 -0.5
H -1.101586 -2.801174 2.253241 -0.3 0.2 -0.1
H -1.717562 -0.448404 1.952608 0.1 0.3 0.1
H -0.151340 -0.516321 2.836441 -0.2 -0.3 0.2
H 0.390840 1.630845 1.946990 -0.4 0.6 0.0
C 0.906606 5.088861 -1.787988 1.1 -1.3 1.2
O 0.863184 3.896246 -2.653421 -1.5 0.9 -1.6
O 1.984078 4.756264 -1.065295 0.1 0.3 0.3
C 1.030733 6.373773 -2.608718 0.0 0.3 -0.5
F 1.964465 6.250515 -3.588060 -0.7 0.4 0.7
F -0.181294 6.634000 -3.232535 1.2 0.2 0.6
F 1.354967 7.438085 -1.821903 -0.5 -1.0 -1.0
C 0.068541 3.745067 -3.857538 0.0 -1.1 0.3
C -1.215391 2.973128 -3.589693 0.0 0.8 -1.2
H -1.610454 2.755700 -4.592880 -0.1 -0.1 0.2
H -1.120359 2.038283 -3.055485 0.2 0.1 0.3
H -1.923596 3.670847 -3.148303 -0.1 -0.4 0.4
H 0.735825 3.220105 -4.544575 -0.1 0.0 0.0
H -0.234381 4.674932 -4.326251 0.5 0.3 0.2
H 0.000217 5.123259 -1.159327 -0.3 0.2 -0.5
C 3.803232 0.979607 -2.509159 0.5 -0.5 1.5
O 3.945347 2.396787 -2.331861 0.3 0.0 -0.5
O 2.568327 0.726400 -2.056785 -1.0 -0.1 0.1
C 4.051813 0.528609 -3.940506 0.1 0.3 -0.7
F 5.386032 0.364145 -4.139860 -0.5 0.0 -0.1
F 3.446437 -0.621483 -4.205103 0.1 0.1 0.0
F 3.608468 1.452958 -4.830363 0.2 -0.4 0.2
C 4.987839 3.160929 -2.947702 1.3 0.7 0.3
C 5.559888 4.109085 -1.900881 -0.9 0.4 -0.1
H 6.076861 3.562841 -1.114124 0.0 0.0 0.0
H 6.235679 4.837047 -2.349615 0.1 -0.2 -0.1
H 4.732863 4.681473 -1.465507 0.1 -0.1 0.1
H 4.598047 3.687300 -3.817022 -0.2 0.0 0.1
H 5.842493 2.568872 -3.283617 -0.5 -0.6 -0.1
H 4.547633 0.500253 -1.857300 0.3 -0.1 -0.3
Br 2.296374 2.131991 4.868857 0.0 -0.1 -0.3
C 2.266041 3.533514 3.514061 -0.1 0.2 0.2
C 3.630284 4.119656 3.244652 0.1 0.6 0.0
Br 4.471127 3.424611 1.647573 0.1 -0.1 0.0
H 1.611511 4.291605 3.933744 0.0 0.1 0.1
H 1.799351 3.175259 2.601583 0.1 -0.3 0.0
H 4.328471 4.013489 4.066806 0.0 -0.3 0.0
H 3.528252 5.190720 3.079309 -0.1 0.0 -0.2
Br -3.740060 -5.699248 4.326847 0.3 -0.3 -0.3
C -4.876352 -5.670539 5.865352 -0.4 1.0 1.2
C -6.120038 -4.857860 5.534105 -0.1 -0.4 -0.9
Br -6.909927 -4.019662 7.098325 0.0 -0.3 -0.2
H -4.363615 -5.139144 6.666720 0.4 -0.1 -0.2
H -5.068456 -6.663949 6.254091 -0.1 -0.2 -0.4
H -6.853100 -5.458088 4.996293 -0.2 -0.1 0.4
H -5.873047 -4.082146 4.816757 0.1 0.4 0.3
Br -6.627709 -5.684974 1.498216 0.1 0.1 0.3
C -4.872791 -5.088618 0.874813 -0.6 -0.2 -0.7
C -5.012168 -4.999312 -0.623541 1.1 0.0 -0.2
Br -3.359805 -4.158109 -1.342851 -0.4 -0.2 0.1
H -4.185798 -5.885687 1.119835 0.2 0.1 0.3
H -4.614621 -4.136098 1.313414 -0.1 0.0 0.3
H -5.850084 -4.422608 -0.983475 -0.1 0.2 0.1
H -5.002761 -5.998787 -1.039405 -0.2 0.0 -0.2
Br -6.073805 6.914744 0.202229 -0.1 -0.1 0.0
C -5.897621 5.527599 -1.125501 -0.2 -0.9 -0.3
C -4.625567 4.764397 -0.947620 2.4 0.3 0.1
Br -4.501051 3.235363 -2.163638 -0.4 0.2 0.1
H -5.917755 5.989349 -2.105850 0.1 0.2 0.0
H -6.717535 4.811791 -1.106158 -0.3 0.4 0.4
H -4.272608 4.398994 0.016736 -1.3 -0.3 0.3
H -3.735530 5.377013 -1.146542 -0.4 0.1 -0.7
Br -0.569507 -0.528024 -2.430158 0.2 -0.2 -0.3
C -2.458545 -0.713646 -2.836689 -0.2 0.8 -0.1
C -2.597233 -1.083302 -4.283701 -0.5 -0.6 -0.4
Br -1.776867 -2.803330 -4.743756 -0.1 0.4 0.1
H -2.904515 0.277049 -2.702559 0.2 0.0 0.0
H -2.946522 -1.355856 -2.119210 0.2 -0.5 0.0
H -2.202499 -0.313124 -4.937729 0.4 -0.1 0.0
H -3.641661 -1.205049 -4.571132 -0.1 0.0 0.3
Br -0.161102 -6.905556 5.552547 -0.2 0.1 -0.1
C 0.270311 -6.985312 3.653844 1.0 -0.5 0.2
C -0.903780 -7.306570 2.769954 -1.4 0.8 0.9
Br -0.381087 -8.185876 1.149591 0.0 -0.1 -0.1
H 1.021842 -7.769673 3.591290 -0.2 -0.2 0.0
H 0.821439 -6.080303 3.440525 -0.3 0.4 -0.3
H -1.523577 -6.440243 2.516251 0.7 0.2 -0.3
H -1.659600 -7.857382 3.338389 0.5 -0.8 -0.3
```
Forces are in eV/Å.

Properties
- <S²> = 20.0169
- energy above the lowest of the compared OMol25 structures with the same formula, charge and spin (kcal per mole) = 4.1
- DFT total energy (eV) = -988090.8603
- multiplicity = 9
- HOMO (spin up / spin down) (hartree) = -0.3384 / -0.3186
- gap between HOMO and LUMO (spin up / spin down) (Ha) = 0.3404 / 0.3203